{
  "formula": "HN2O4S2",
  "method": "ωB97M-V/def2-TZVPD",
  "species": ["S", "S", "O", "O", "O", "O", "N", "N", "H"],
  "xyz": [[-0.66283, 1.86440, 2.40110], [0.25824, 0.99950, 0.78185], [1.49714, 0.28196, 1.01644], [3.13709, 2.74173, 0.49839], [-0.93971, -0.04954, 0.27361], [0.28826, 1.97262, -0.29409], [3.10174, 2.17006, -0.53673], [3.13801, 1.58549, -1.47588], [-1.70890, 0.57922, 0.19544]],
  "forces_ev_per_angstrom": [[0.808, -0.741, -0.686], [-1.361, 1.430, 0.782], [-1.131, -0.321, -0.168], [-0.084, 0.193, -0.292], [0.158, 0.606, 0.113], [0.401, -0.159, -0.207], [0.330, 0.214, 1.289], [-0.122, -0.338, -1.018], [1.001, -0.884, 0.187]],
  "lowdin_charge": [0.0494, 0.1249, -0.4088, 0.0666, -0.3236, -0.4599, -0.3288, 0.2297, 0.0505],
  "charge": -1,
  "max_force_ev_per_a": 2.12,
  "de_lowest_ev": 0.000,
  "homo_lumo_gap_ev": 7.8,
  "energy_ev": -32856.9219
}